[1]
Below is C4H8FN2O6P2V as an isolated structure, with properties calculated with wB97M-V/def2-TZVPD.

Geometry as XYZ:
```
24
Properties=species:S:1:pos:R:3
N 2.4536 0.2032 1.5537
P 2.4911 1.0709 0.0335
O 3.5261 0.0931 -0.9678
N 0.9706 1.1169 -0.8477
C -0.1169 0.2469 -0.3600
C 0.2893 -1.2933 -0.6199
C -0.5900 -2.3806 0.1549
O -1.8041 -2.6047 -0.0735
F 0.0370 -3.1877 1.1803
C -1.3722 0.5284 -1.4070
O -1.2081 1.2057 -2.4845
O -2.6794 0.0367 -1.1984
P -0.7940 0.6455 1.3628
O -2.2079 -0.1952 1.7568
O -0.9411 2.3353 1.6132
H 1.8903 -0.6649 1.5433
H 1.9970 0.8284 2.2542
H 3.5284 -0.7987 -0.5433
H 1.2200 0.8725 -1.8367
H 1.3926 -1.5428 -0.4245
H 0.1189 -1.4870 -1.7527
H -3.0248 0.3548 1.6506
H -1.0930 2.7669 0.7345
V -4.0833 1.8497 -1.3221
```

LUMO energy (eV): -12.55
Charge: +2
Highest occupied orbital energy (Eh): -0.5744
Gap between HOMO and LUMO (eV): 3.083

[2]
Below is one molecule with the formula C27H29IN8O6, with properties calculated with wB97M-V/def2-TZVPD.

Geometry as XYZ:
```
71
Properties=species:S:1:pos:R:3
N -1.8644 -0.4505 -2.2368
C -2.2463 -1.6372 -1.7307
O -3.4001 -2.0123 -1.7396
C -1.1051 -2.4941 -1.1673
N -0.0282 -1.6973 -0.6193
C 1.2259 -1.8222 -1.0731
O 1.5664 -2.6895 -1.8591
C 2.2563 -0.8347 -0.4987
N 1.6442 0.4019 -0.0574
C 0.9241 1.1597 -0.8877
O 0.6642 0.8219 -2.0326
C 0.3497 2.4846 -0.3555
N -1.1016 2.3510 -0.3784
C -1.7168 1.3323 0.2527
O -1.0317 0.5427 0.9211
C -3.1814 1.2121 0.0960
C -3.8936 2.2680 -0.4483
C -5.2506 2.1624 -0.6961
C -5.9340 0.9970 -0.3457
C -5.2677 -0.0430 0.2436
C -3.8641 -0.0043 0.4728
N -3.1409 -0.9670 1.0425
C -3.3642 -2.3818 1.2142
H -3.9934 -2.7606 0.4084
H -3.8602 -2.5600 2.1753
C -2.0327 -3.1376 1.1895
H -1.2530 -2.5353 1.6616
C -1.5887 -3.5888 -0.2041
H -0.7701 -4.3015 -0.0858
H -2.4171 -4.1031 -0.6927
H -2.1527 -4.0397 1.7920
H -2.1828 -0.6744 1.2402
I -6.5410 -1.5954 0.9268
H -6.9987 0.9567 -0.5201
N -5.9498 3.2588 -1.2801
O -5.3011 4.2534 -1.5561
O -7.1425 3.1387 -1.4727
H -3.4341 3.2167 -0.6807
H -1.6126 2.9304 -1.0213
H 0.6065 3.2379 -1.1056
C 0.8312 2.9436 1.0297
C 2.3317 2.9933 1.1494
C 3.0986 3.7275 0.2531
C 4.4783 3.7421 0.3544
C 5.1126 3.0278 1.3566
C 4.3584 2.3094 2.2675
C 2.9782 2.2934 2.1634
H 2.3956 1.7418 2.8905
H 4.8435 1.7599 3.0604
H 6.1889 3.0364 1.4316
H 5.0603 4.3146 -0.3517
H 2.6170 4.2969 -0.5278
H 0.4139 2.2804 1.7895
H 0.4181 3.9417 1.2030
H 1.8135 0.7044 0.8885
C 3.0283 -1.4809 0.6640
C 4.1809 -2.3092 0.2032
C 5.4581 -2.4157 0.6871
N 6.1655 -3.3082 -0.0504
C 5.3434 -3.7364 -0.9683
N 4.1222 -3.1686 -0.8604
H 3.3110 -3.2873 -1.4596
H 5.5920 -4.4536 -1.7241
H 5.9056 -1.9075 1.5177
H 2.3392 -2.0855 1.2646
H 3.4314 -0.6930 1.3051
H 2.9506 -0.6079 -1.3202
H -0.2624 -0.9465 0.0208
H -0.6745 -3.0094 -2.0399
H -0.8938 -0.1788 -2.3431
H -2.5536 0.0795 -2.7459
```

LUMO energy (eV): -0.52
Charge: 0
Highest occupied orbital energy (Eh): -0.3113
Gap between HOMO and LUMO (eV): 7.951

[3]
Below is one molecule with the formula C4H3F2NS, with properties calculated with wB97M-V/def2-TZVPD.

Geometry as XYZ:
```
11
Properties=species:S:1:pos:R:3
C -0.8362 -0.0827 -0.1794
C 0.2142 -1.1240 0.0883
C 0.6248 0.2985 0.1184
C 1.3239 0.7070 -1.0709
H -1.4693 1.3910 1.5287
H -1.0431 0.1243 -1.2435
H 0.5745 -1.8141 -0.6885
N 1.8427 0.9464 -2.0804
F 0.1140 -1.7662 1.2878
F 0.7678 0.9909 1.2798
S -2.1133 0.3287 0.9598
```

LUMO energy (eV): 0.22
Charge: 0
Highest occupied orbital energy (Eh): -0.3631
Relative energy (zero: lowest compared OMol25 entry of this formula, charge and spin) (kcal per mole): 1.2
Gap between HOMO and LUMO (eV): 10.097

[4]
Below is one molecule with the formula C6H9N, with properties calculated with wB97M-V/def2-TZVPD.

Geometry as XYZ:
```
16
Properties=species:S:1:pos:R:3
C -0.2846 1.6172 0.3460
C -0.3945 0.3026 -0.3635
C 0.6045 -0.1939 -1.3575
C 0.9247 -0.7665 -0.0240
C 1.8329 -0.8434 0.9715
C -0.7271 -1.2112 0.4839
N -1.6324 -0.3990 -0.3502
H 0.7374 1.9906 0.2991
H -0.5610 1.5300 1.4021
H -0.9594 2.3427 -0.1212
H 1.2688 0.5651 -1.7642
H 0.1908 -0.8755 -2.1002
H 2.8894 -0.8620 0.6233
H -0.7660 -2.2572 0.2050
H -0.7824 -1.0293 1.5538
H -2.3411 0.0897 0.1961
```

LUMO energy (eV): 0.66
Charge: 0
Highest occupied orbital energy (Eh): -0.2673
Relative energy (zero: lowest compared OMol25 entry of this formula, charge and spin) (kcal per mole): 152.7
Gap between HOMO and LUMO (eV): 7.934

[5]
Below is one molecule with the formula C5H10O2, with properties calculated with wB97M-V/def2-TZVPD.

Geometry as XYZ:
```
17
Properties=species:S:1:pos:R:3
C -0.4815 -2.4617 0.5701
O -0.9730 -1.4255 -0.2412
C -0.7849 -0.1234 0.2636
C 0.2603 0.6723 -0.5541
C -0.1524 2.1282 -0.7549
C 1.6213 0.5530 0.0985
O 2.2907 1.4882 0.4669
H 0.5959 -2.3468 0.7674
H -0.6456 -3.3916 0.0187
H -1.0125 -2.5193 1.5345
H -0.5138 -0.1445 1.3321
H -1.7462 0.3978 0.1954
H 0.3258 0.1552 -1.5230
H 0.6722 2.7098 -1.1720
H -1.0072 2.1955 -1.4366
H -0.4370 2.6029 0.1914
H 1.9877 -0.4902 0.2430
```

LUMO energy (eV): 0.91
Charge: 0
Highest occupied orbital energy (Eh): -0.3585
Relative energy (zero: lowest compared OMol25 entry of this formula, charge and spin) (kcal per mole): 44.9
Gap between HOMO and LUMO (eV): 10.665

[6]
Below is C40H59BrN2OSbSi3Tc as an isolated structure, with properties calculated with wB97M-V/def2-TZVPD.

Geometry as XYZ:
```
108
Properties=species:S:1:pos:R:3
Tc -0.5412 -0.0565 -0.4265
C 4.3535 0.3591 0.7650
Sb 2.3779 1.1681 0.5867
C 1.4563 -0.2927 -0.8382
C 1.7914 -1.7478 -0.6493
C 0.8004 -2.7298 -0.7314
C 1.1370 -4.0662 -0.5938
C 2.4679 -4.3978 -0.4058
C 3.3939 -3.3662 -0.3804
N 3.0758 -2.0795 -0.4929
Si 2.0530 0.1836 -2.6373
C 2.3703 -1.4050 -3.5741
C 3.6710 1.1290 -2.6036
C 0.8357 1.2402 -3.6106
C 1.5162 0.8145 2.6342
C 0.2060 0.1242 2.6858
C -0.5405 0.0900 3.8789
C -1.5820 -0.7893 4.0511
C -1.9040 -1.6784 3.0264
C -1.2348 -1.5275 1.8450
N -0.2586 -0.6055 1.6422
Si 1.4291 2.6220 3.3301
C 1.3784 2.7541 5.2026
C 2.9518 3.5890 2.8142
C -0.1166 3.4131 2.6401
Si 2.6299 -0.3266 3.7429
C 4.2876 0.4648 4.1054
C 2.7257 -2.0168 2.9468
C 1.9195 -0.6958 5.4448
H 4.6795 0.1261 -0.2429
H 4.4510 -0.5300 1.3743
H 4.9694 1.1668 1.1608
H -0.2292 -2.4749 -0.9835
H 0.3760 -4.8334 -0.6618
H 2.7876 -5.4250 -0.3040
H 4.4503 -3.5847 -0.2652
H 3.2472 -1.9281 -3.1936
H 2.5552 -1.1522 -4.6213
H 1.5262 -2.0961 -3.5391
H 4.5027 0.4996 -2.2869
H 3.6589 2.0342 -1.9927
H 3.8760 1.4445 -3.6311
H -0.2146 1.1776 -3.3233
H 0.9100 0.9209 -4.6528
H 1.1214 2.2927 -3.5752
H -0.2412 0.7325 4.6913
H -2.1227 -0.8081 4.9886
H -2.6730 -2.4292 3.1295
H -1.4919 -2.1382 0.9866
H 2.2087 2.2505 5.6977
H 0.4468 2.4196 5.6607
H 1.4720 3.8192 5.4342
H 3.8851 3.0660 3.0326
H 2.9612 4.5129 3.3993
H 2.9525 3.8758 1.7628
H -1.0219 2.8900 2.9582
H -0.1090 3.4419 1.5492
H -0.1925 4.4436 2.9965
H 4.8376 0.8554 3.2552
H 4.9140 -0.2946 4.5820
H 4.1632 1.2717 4.8316
H 3.1512 -2.0350 1.9477
H 1.7207 -2.4474 2.8846
H 3.3165 -2.6791 3.5851
H 1.6563 0.1695 6.0510
H 2.7268 -1.2186 5.9688
H 1.0696 -1.3777 5.4200
Br -2.2607 6.4089 -0.8930
C -1.7507 4.5968 -0.8345
C -2.6810 3.6303 -0.4927
C -2.2934 2.2997 -0.4487
C -0.9700 1.9153 -0.6976
C -0.0659 2.9124 -1.0789
C -0.4480 4.2403 -1.1524
H -3.7042 3.9087 -0.2808
H -3.0510 1.5611 -0.2323
H 0.9554 2.6753 -1.3334
H 0.2655 4.9967 -1.4503
C -4.2238 -0.7482 0.5795
C -5.0669 -0.4419 -0.6550
C -6.1464 -1.5377 -0.7207
C -4.3829 -0.3652 -2.0233
C -5.2302 -0.1159 -3.1054
C -4.7992 -0.2155 -4.4113
C -3.5064 -0.6464 -4.6695
C -2.6067 -0.8694 -3.6395
C -1.2570 -1.5052 -3.9005
C -0.7889 -1.3564 -5.3452
C -1.3348 -2.9921 -3.5296
C -3.0375 -0.6229 -2.3245
O -2.1234 -0.5837 -1.3087
H -4.8843 -0.8004 1.4473
H -3.4530 -0.0165 0.8070
H -3.7477 -1.7256 0.4728
H -5.5778 0.5147 -0.4990
H -5.6755 -2.5118 -0.8727
H -6.8515 -1.3819 -1.5334
H -6.7086 -1.5734 0.2137
H -6.2603 0.1517 -2.9046
H -5.4756 -0.0016 -5.2278
H -3.1968 -0.8000 -5.6937
H -0.5137 -1.0301 -3.2515
H -1.4165 -1.9396 -6.0208
H 0.2287 -1.7301 -5.4554
H -0.8129 -0.3176 -5.6745
H -2.0378 -3.4984 -4.1936
H -1.6943 -3.1336 -2.5078
H -0.3618 -3.4800 -3.6309
```

LUMO energy (alpha / beta) (eV): -3.71 / -4.04
Charge: +1
Highest occupied orbital energy (alpha / beta) (Eh): -0.3869 / -0.3936
Relative energy (zero: lowest compared OMol25 entry of this formula, charge and spin) (kcal per mole): 8.6
Spin multiplicity: 4
Gap between HOMO and LUMO (alpha / beta) (eV): 6.817 / 6.667

[7]
Below is a 17-piece molecular cluster, C22H78N8O17 overall, with properties calculated with wB97M-V/def2-TZVPD.

Geometry as XYZ:
```
125
Properties=species:S:1:pos:R:3
C -1.5329 1.0112 4.8834
C -1.5959 1.0872 3.3744
O -2.5339 2.1132 3.0684
H -2.5099 0.7792 5.3554
H -1.0989 1.9292 5.3094
H -0.8559 0.2092 5.2344
H -1.9009 0.2232 2.8754
H -0.6269 1.4282 3.0114
H -3.1609 1.8072 2.4844
C 5.4241 0.8302 -0.0046
C 4.0741 0.5402 -0.5746
O 3.5101 1.7242 -1.0876
H 5.3831 1.4822 0.8574
H 6.0171 1.2962 -0.8106
H 5.9891 -0.0308 0.3844
H 3.4521 0.1862 0.1564
H 4.1811 -0.1318 -1.3806
H 2.6991 1.4692 -1.5346
C 4.2601 -2.2038 1.6224
C 5.1561 -3.0928 0.7384
O 6.5341 -2.8898 1.2574
H 4.6001 -1.1678 1.5794
H 4.3101 -2.4218 2.6584
H 3.1821 -2.2918 1.3524
H 5.0891 -2.6308 -0.2446
H 4.8161 -4.0858 0.6734
H 6.9931 -3.4538 0.6824
C -3.0989 -1.6418 0.3744
C -4.1439 -2.4818 1.1444
O -4.7619 -1.7038 2.0544
H -2.4029 -2.3068 -0.1566
H -2.3739 -1.1218 0.9714
H -3.5249 -1.0248 -0.3706
H -3.5799 -3.2508 1.6174
H -4.9169 -3.0148 0.5934
H -4.2519 -1.8418 2.8594
C -0.3829 4.7122 1.9974
C -0.2649 4.4032 3.5034
O 0.6841 3.4662 3.8994
H 0.5631 5.1012 1.5024
H -1.1509 5.4642 1.8414
H -0.6389 3.8132 1.4094
H -1.2139 3.9832 3.8624
H -0.0929 5.3652 4.0244
H 0.5691 3.2952 4.8804
C -0.1209 0.3312 -0.1026
O 0.0561 1.5752 0.3484
N -0.8319 0.0822 -1.1726
N 0.5061 -0.6628 0.4174
H -1.4549 0.6782 -1.6966
H -0.8099 -0.9158 -1.5546
H 1.1121 -0.3978 1.2574
H 0.8001 -1.4318 -0.1916
C -0.7899 -4.1428 1.3614
O -1.1809 -5.0198 2.3234
N -0.5419 -4.4278 0.1474
N -0.6169 -2.9098 1.7334
H -0.4919 -5.4878 -0.0366
H 0.0941 -3.8308 -0.4256
H -0.9269 -2.7508 2.7154
H -0.2549 -2.1088 1.2044
C -3.4269 -4.7568 -1.6206
O -4.5119 -3.9748 -1.7366
N -3.5669 -6.0288 -1.4856
N -2.2269 -4.3928 -1.7796
H -4.5049 -6.4028 -1.4936
H -2.8529 -6.7228 -1.6396
H -2.0809 -3.4588 -2.1816
H -1.5309 -4.5298 -0.9246
C 3.2851 3.6462 1.7184
O 3.6111 4.4602 2.8104
N 4.0121 3.6142 0.6574
N 2.1781 2.9162 1.7434
H 4.9441 4.0662 0.8424
H 3.9591 2.8542 0.0064
H 1.5471 3.0712 2.5464
H 1.6551 2.5202 0.9624
C -1.5259 4.6122 -1.3096
O -2.0369 5.5642 -0.4676
H -0.9269 3.9022 -0.7646
H -0.8919 5.0482 -2.0756
H -2.3419 4.1052 -1.7756
H -1.3549 6.1782 -0.3906
C 2.4051 -2.6998 -1.6596
O 1.0171 -2.7318 -1.3926
H 2.7801 -1.8858 -1.0486
H 2.5791 -2.5578 -2.7026
H 2.8661 -3.6778 -1.4866
H 0.6441 -3.2678 -2.0966
C -2.8479 -2.3108 -4.0366
O -2.3429 -1.7158 -2.8646
H -3.9039 -2.4678 -3.8626
H -2.3669 -3.2008 -4.3986
H -2.7349 -1.5688 -4.8566
H -2.9519 -0.9838 -2.7416
C -2.0699 1.4122 -3.8916
O -2.4759 1.6832 -2.6176
H -2.1899 0.3912 -4.0126
H -1.0359 1.6372 -4.0166
H -2.6049 1.9822 -4.5606
H -3.3999 2.0712 -2.6496
C 1.2731 2.7902 -2.6726
O 1.2661 1.3942 -2.6196
H 1.4901 3.2092 -1.6946
H 0.2551 3.1142 -2.8316
H 1.9571 3.2652 -3.3686
H 0.6461 1.0252 -1.9676
C -3.5999 1.9022 0.3344
O -4.3589 1.1712 1.2654
H -3.4469 2.9482 0.7124
H -3.8739 1.8342 -0.6856
H -2.6039 1.4972 0.5034
H -4.3959 0.3052 0.8364
C 1.6841 -0.3018 3.4944
O 1.8911 0.4242 2.3444
H 2.6491 -0.6558 3.8264
H 0.9141 -1.0768 3.2784
H 1.2041 0.3102 4.2264
H 2.2331 1.3072 2.4024
C 0.3601 -0.9118 -4.4656
O 0.1151 -0.3348 -5.7356
H 0.0111 -0.3338 -3.5786
H 1.4561 -1.1528 -4.2916
H -0.0729 -1.9618 -4.4566
H 0.7491 0.3232 -5.8566
```

LUMO energy (eV): -0.49
Charge: 0
Highest occupied orbital energy (Eh): -0.3015
Relative energy (zero: lowest compared OMol25 entry of this formula, charge and spin) (kcal per mole): 7.6
Gap between HOMO and LUMO (eV): 7.717

no.,largest force on an atom (Eh/bohr)
1,0.1347
2,0.0253
3,0.0359
4,0.0201
5,0.0097
6,0.0180
7,0.1981